Molecular formula: C37H62N4O3PS2
Method: DFT, ωB97M-V with the def2-TZVPD basis set

```
109
C37H62N4O3PS2 | the OMol25 dataset | ωB97M-V with the def2-TZVPD basis set
C 1.42 -1.88 4.06
C 2.45 -2.55 4.05
C 3.73 -3.47 4.15
C 3.48 -4.66 3.08
C 4.28 -4.46 1.72
C 3.54 -3.56 0.66
C 2.11 -3.89 0.12
C 1.34 -5.19 0.60
O 0.44 -5.66 -0.42
O -0.86 -5.53 0.04
C 1.40 -3.04 -0.87
C 2.00 -1.76 -1.42
N 1.47 -0.83 -2.32
S 2.67 0.35 -2.48
N 3.85 -0.26 -1.48
C 3.42 -1.45 -0.90
C 4.16 -2.32 0.09
C 5.63 -1.84 0.48
C 6.61 -2.44 -0.66
C 7.77 -1.43 -1.08
C 7.26 -0.20 -1.97
C 7.47 1.15 -1.14
C 6.25 2.16 -1.20
C 5.69 2.43 -2.66
S 4.26 3.66 -2.52
C 4.11 4.20 -0.79
N 3.23 3.86 0.22
N 3.64 4.59 1.30
C 4.76 5.36 1.01
O 5.05 5.12 -0.35
H 0.42 -1.41 3.93
H 4.67 -2.89 3.94
H 3.73 -3.87 5.21
H 2.36 -4.73 2.96
H 3.81 -5.63 3.57
H 5.30 -4.04 2.00
H 4.49 -5.48 1.26
H 2.14 -6.00 0.72
H 0.86 -5.08 1.62
H -1.08 -4.59 -0.16
H 0.37 -3.32 -1.24
H 5.69 -0.71 0.55
H 5.97 -2.27 1.47
H 7.11 -3.39 -0.27
H 6.02 -2.75 -1.58
H 8.51 -2.02 -1.70
H 8.31 -1.13 -0.13
H 6.23 -0.33 -2.40
H 7.99 -0.15 -2.85
H 8.41 1.68 -1.50
H 7.64 0.92 -0.04
H 5.37 1.78 -0.58
H 6.63 3.16 -0.82
H 6.45 2.94 -3.33
H 5.23 1.53 -3.17
H 5.31 6.05 1.69
C -6.67 -2.20 1.05
C -5.37 -2.04 0.28
C -4.28 -1.32 1.08
C -4.45 0.20 1.21
P -3.99 1.23 -0.17
C -2.33 0.71 -0.68
C -1.19 0.59 0.34
C -0.57 1.88 0.86
C -0.17 2.90 -0.20
C -3.80 2.92 0.36
C -4.95 3.75 0.93
C -6.01 4.25 -0.06
C -5.46 4.84 -1.35
C -4.91 1.00 -1.68
C -6.39 1.34 -1.93
C -7.41 0.93 -0.86
C -8.29 -0.23 -1.29
H -7.08 -1.25 1.39
H -7.43 -2.69 0.42
H -6.52 -2.84 1.93
H -5.56 -1.52 -0.67
H -5.01 -3.04 0.01
H -3.32 -1.54 0.62
H -4.25 -1.76 2.08
H -3.79 0.51 2.03
H -5.45 0.44 1.57
H -2.02 1.34 -1.52
H -2.47 -0.29 -1.12
H -0.39 0.02 -0.14
H -1.52 -0.01 1.19
H 0.33 1.62 1.43
H -1.22 2.35 1.60
H 0.63 2.51 -0.83
H 0.18 3.81 0.27
H -1.01 3.17 -0.85
H -3.28 3.49 -0.41
H -3.10 2.87 1.20
H -4.52 4.64 1.40
H -5.45 3.19 1.72
H -6.62 5.00 0.43
H -6.69 3.43 -0.29
H -4.91 5.77 -1.16
H -6.28 5.07 -2.04
H -4.79 4.15 -1.88
H -4.76 -0.04 -1.98
H -4.35 1.57 -2.44
H -6.67 0.89 -2.89
H -6.47 2.41 -2.11
H -8.07 1.78 -0.66
H -6.92 0.70 0.09
H -8.94 0.07 -2.12
H -8.94 -0.54 -0.47
H -7.71 -1.09 -1.62
```

The net charge is +1. The LUMO energy comes out at -2.73 eV. The HOMO-LUMO gap comes out at 7.525 eV. The value obtained for the total energy is -3028.9406 Eh.


Molecular formula: C10H16
Method: DFT, ωB97M-V with the def2-TZVPD basis set

```
26
C10H16 | the OMol25 dataset | ωB97M-V with the def2-TZVPD basis set
C -0.47 -0.96 -2.90
C -1.15 -0.73 -1.56
C -0.90 0.54 -0.81
C -1.85 0.93 0.14
C -1.49 1.82 1.13
C -0.19 2.34 1.19
C 0.61 2.19 0.09
C 0.27 1.26 -0.91
H -0.49 -0.07 -3.54
H -0.94 -1.79 -3.42
H 0.56 -1.32 -2.82
H -2.21 -0.93 -1.70
H -0.95 -1.61 -0.94
H -2.86 0.55 0.19
H -2.22 2.21 1.84
H 0.15 2.87 2.04
H 1.58 2.63 -0.02
H 1.01 0.99 -1.65
C 0.72 -1.21 1.81
C 2.22 -1.49 1.65
H 0.40 -0.75 0.87
H 0.12 -2.11 1.92
H 0.37 -0.55 2.60
H 2.32 -2.27 0.90
H 2.61 -1.91 2.57
H 2.79 -0.63 1.30
```

The LUMO energy comes out at 1.03 eV. Its SMILES is CCc1ccccc1.CC. For the relative energy (zero: lowest compared OMol25 entry of this formula, charge and spin), the calculation gives 0.694 eV. The HOMO-LUMO gap comes out at 9.988 eV. The value obtained for the total energy is -390.6104 Eh.


Molecular formula: C5H9N3O2S
Method: DFT, ωB97M-V with the def2-TZVPD basis set

```
20
C5H9N3O2S | the OMol25 dataset | ωB97M-V with the def2-TZVPD basis set
C 2.23 -1.56 1.64
S 0.63 -1.19 1.00
O -0.04 -2.37 0.55
O 0.03 -0.48 2.12
N 0.77 -0.12 -0.44
N 1.01 -0.87 -1.58
C -0.53 0.76 -0.42
C -1.51 0.93 0.50
C -2.43 1.83 -0.10
C -1.94 2.16 -1.37
N -0.73 1.57 -1.52
H 2.09 -1.99 2.67
H 2.58 -2.28 0.79
H 2.99 -0.74 1.63
H 1.93 -1.34 -1.48
H 0.30 -1.51 -1.57
H -1.42 0.38 1.43
H -3.39 2.19 0.21
H -2.60 2.83 -1.84
H 0.01 1.77 -2.20
```

The LUMO energy comes out at 0.43 eV. Its SMILES is CS(=O)(=O)N(N)c1ccc[nH]1. For the relative energy (zero: lowest compared OMol25 entry of this formula, charge and spin), the calculation gives 2.742 eV. The HOMO-LUMO gap comes out at 8.418 eV. The value obtained for the total energy is -908.7294 Eh.


Molecular formula: C47H34N5OP2PdS
Method: DFT, ωB97M-V with the def2-TZVPD basis set

```
91
C47H34N5OP2PdS | the OMol25 dataset | ωB97M-V with the def2-TZVPD basis set
Pd -0.02 0.09 -0.76
O 2.85 -1.12 -2.14
S 2.29 -0.39 -1.00
C 3.12 1.19 -0.89
C 4.48 1.21 -1.17
C 5.16 2.42 -1.12
C 4.48 3.59 -0.80
C 3.12 3.55 -0.55
C 2.41 2.35 -0.60
P 0.60 2.29 -0.34
C -0.05 3.54 -1.47
C 0.54 3.74 -2.72
C -0.04 4.59 -3.64
C -1.22 5.26 -3.33
C -1.82 5.06 -2.09
C -1.24 4.21 -1.17
C 0.34 2.93 1.34
C 0.39 4.28 1.66
C 0.21 4.68 2.98
C -0.02 3.74 3.97
C -0.08 2.39 3.65
C 0.10 1.99 2.33
C 2.82 -1.21 0.51
C 3.45 -0.47 1.50
C 3.89 -1.09 2.66
C 3.70 -2.45 2.80
C 3.04 -3.18 1.82
C 2.53 -2.58 0.67
P 1.78 -3.71 -0.61
C 1.27 -5.12 0.43
C 0.59 -5.04 1.65
C 0.15 -6.18 2.29
C 0.38 -7.43 1.72
C 1.06 -7.53 0.52
C 1.51 -6.37 -0.12
C 0.04 -2.96 -0.96
C 0.04 -2.29 -2.30
C -1.05 -2.31 -3.09
C -2.27 -3.01 -2.73
C -2.33 -3.78 -1.64
C -1.21 -3.88 -0.66
H 4.99 0.29 -1.43
H 6.22 2.45 -1.34
H 5.01 4.53 -0.76
H 2.59 4.47 -0.33
H 1.46 3.22 -2.97
H 0.43 4.75 -4.61
H -1.67 5.93 -4.05
H -2.73 5.58 -1.84
H -1.72 4.07 -0.20
H 0.55 5.03 0.90
H 0.25 5.73 3.23
H -0.17 4.06 4.99
H -0.28 1.65 4.41
H 0.03 0.93 2.08
H 3.63 0.59 1.37
H 4.38 -0.51 3.43
H 4.07 -2.97 3.68
H 2.93 -4.24 1.98
H 0.42 -4.07 2.12
H -0.38 -6.10 3.23
H 0.03 -8.32 2.22
H 1.25 -8.50 0.08
H 2.03 -6.46 -1.06
H 0.97 -1.89 -2.68
H -0.99 -1.85 -4.07
H -3.11 -2.96 -3.41
H -3.23 -4.35 -1.42
H -1.03 -4.91 -0.36
N -3.57 1.60 -2.68
C -2.46 0.84 -2.54
N -2.09 0.73 -1.29
C -2.99 1.50 -0.56
C -3.01 1.80 0.80
C -3.99 2.66 1.24
C -4.94 3.21 0.36
C -4.93 2.92 -0.99
C -3.93 2.06 -1.43
H -4.00 1.84 -3.56
H -1.96 0.38 -3.37
H -2.27 1.39 1.48
H -4.04 2.92 2.29
H -5.70 3.88 0.75
H -5.65 3.35 -1.66
N -0.42 -2.06 0.12
C -1.38 -2.88 0.45
C -2.27 -2.73 1.54
C -2.10 -1.64 2.41
N -1.91 -0.74 3.11
C -3.27 -3.69 1.77
N -4.10 -4.48 1.93
```

The net charge is +1. The LUMO energy (spin up / spin down) comes out at -2.23 / -5.43 eV. For the relative energy (zero: lowest compared OMol25 entry of this formula, charge and spin), the calculation gives 0.000 eV. As for the spin multiplicity: 3. The HOMO-LUMO gap (spin up / spin down) comes out at 7.233 / 5.516 eV. The value obtained for the total energy is -3368.9486 Eh.


Molecular formula: C16H22NO3RhS5Sb
Method: DFT, ωB97M-V with the def2-TZVPD basis set

```
49
C16H22NO3RhS5Sb | the OMol25 dataset | ωB97M-V with the def2-TZVPD basis set
Rh 0.59 -0.93 -0.16
O 5.21 3.45 -2.57
C 4.45 2.63 -2.14
S 4.20 2.30 -0.42
C 3.00 1.04 -0.60
C 2.63 0.73 -1.85
S 1.39 -0.44 -2.27
S 3.40 1.62 -3.16
S 2.32 0.32 0.84
S -0.93 -2.51 -1.12
C 0.36 -3.60 -0.74
C 0.35 -4.99 -0.84
C 1.46 -5.69 -0.43
C 2.58 -5.02 0.06
C 2.52 -3.64 0.13
N 1.45 -2.96 -0.27
H -0.54 -5.49 -1.21
H 1.47 -6.78 -0.50
H 3.46 -5.54 0.39
H 3.34 -3.04 0.50
C -3.74 0.04 -0.52
C -2.74 1.07 -1.01
Sb -0.81 1.14 -0.08
C 0.00 2.65 -1.41
C -0.85 3.87 -1.76
C -1.01 2.20 1.76
C -0.72 3.70 1.72
H -4.66 0.09 -1.11
H -3.99 0.18 0.53
H -3.33 -0.97 -0.60
H -3.14 2.08 -0.92
H -2.50 0.92 -2.06
H 0.22 2.07 -2.30
H 0.96 2.95 -1.00
H -1.87 3.60 -2.05
H -0.41 4.40 -2.61
H -0.92 4.58 -0.94
H -0.32 1.69 2.43
H -2.02 1.99 2.12
H 0.28 3.90 1.33
H -0.76 4.12 2.73
H -1.44 4.23 1.11
C -1.43 -2.02 3.56
C -1.11 -1.31 2.25
O -1.93 -0.49 1.80
O 0.00 -1.62 1.73
H -2.51 -2.14 3.66
H -1.08 -1.39 4.38
H -0.92 -2.98 3.61
```

The net charge is -1. The LUMO energy comes out at 2.76 eV. For the relative energy (zero: lowest compared OMol25 entry of this formula, charge and spin), the calculation gives 0.080 eV. The HOMO-LUMO gap comes out at 6.636 eV. The value obtained for the total energy is -3245.2972 Eh.


Molecular formula: C3H7ClSi
Method: DFT, ωB97M-V with the def2-TZVPD basis set

```
12
C3H7ClSi | the OMol25 dataset | ωB97M-V with the def2-TZVPD basis set
C -0.20 1.26 -1.19
C -0.13 0.25 -0.37
C -1.39 -0.38 0.13
Si 1.41 -0.72 0.08
Cl 2.04 -0.43 3.43
H 0.65 1.79 -1.41
H -1.09 1.60 -1.71
H -1.46 -0.76 1.10
H -1.83 -1.11 -0.48
H -2.16 0.53 0.15
H 2.64 0.23 0.30
H 1.65 -2.18 -0.11
```

The LUMO energy comes out at -2.06 eV. For the relative energy (zero: lowest compared OMol25 entry of this formula, charge and spin), the calculation gives 3.698 eV. The HOMO-LUMO gap comes out at 6.561 eV. The value obtained for the total energy is -868.0494 Eh.


Molecular formula: C21H28N3SiTi
Method: DFT, ωB97M-V with the def2-TZVPD basis set

```
54
C21H28N3SiTi | the OMol25 dataset | ωB97M-V with the def2-TZVPD basis set
Ti -0.34 0.00 -0.08
C -1.36 -2.80 -2.21
C -1.94 -1.55 -1.62
C -2.38 -1.53 -0.29
C -3.16 -0.47 0.17
C -3.54 0.57 -0.68
C -3.03 0.60 -1.96
C -2.21 -0.43 -2.41
H -0.71 -3.32 -1.52
H -0.81 -2.59 -3.13
H -2.18 -3.48 -2.47
H -2.21 -2.39 0.34
H -3.52 -0.50 1.19
H -4.20 1.35 -0.31
H -3.27 1.42 -2.63
H -1.84 -0.42 -3.43
N -1.06 0.52 2.42
C -1.38 1.81 1.85
C -2.03 2.81 2.55
C -2.26 4.01 1.88
C -1.82 4.16 0.58
C -1.20 3.10 -0.04
N -1.02 1.93 0.58
C 0.34 0.34 2.66
C 0.88 0.24 3.94
C 2.26 0.17 4.04
C 3.04 0.23 2.90
C 2.41 0.28 1.67
N 1.08 0.29 1.56
H -1.60 0.36 3.26
H -2.32 2.67 3.58
H -2.76 4.82 2.39
H -1.96 5.09 0.04
H -0.85 3.14 -1.07
H 0.24 0.26 4.81
H 2.72 0.10 5.02
H 4.12 0.21 2.94
H 2.96 0.29 0.74
C 1.53 -2.33 -0.31
Si 2.14 -1.17 -1.72
C 3.95 -0.77 -1.33
C 2.13 -2.16 -3.30
C 1.09 0.34 -1.70
H 1.48 -3.38 -0.60
H 0.52 -2.12 0.10
H 2.20 -2.26 0.55
H 4.59 -1.13 -2.14
H 4.31 -1.25 -0.42
H 4.12 0.30 -1.25
H 2.93 -2.90 -3.25
H 2.35 -1.51 -4.15
H 1.21 -2.69 -3.52
H 0.62 0.49 -2.68
H 1.72 1.23 -1.54
```

The net charge is +1. The LUMO energy (spin up / spin down) comes out at -2.81 / -2.98 eV. For the relative energy (zero: lowest compared OMol25 entry of this formula, charge and spin), the calculation gives 0.561 eV. As for the spin multiplicity: 3. The HOMO-LUMO gap (spin up / spin down) comes out at 6.663 / 7.766 eV. The value obtained for the total energy is -2120.0770 Eh.


Molecular formula: C31H39MnN5
Method: DFT, ωB97M-V with the def2-TZVPD basis set

```
76
C31H39MnN5 | the OMol25 dataset | ωB97M-V with the def2-TZVPD basis set
Mn 0.33 -0.10 0.49
N 0.83 -2.73 3.67
N -0.45 -2.63 -1.40
C 1.06 1.84 -0.06
C 2.14 0.92 0.24
C 2.02 0.58 1.64
C 3.02 -0.22 2.48
H 3.80 -0.65 1.85
H 2.47 -1.12 2.98
H 3.43 0.39 3.27
C 0.88 1.25 2.18
C 0.60 1.22 3.64
H 1.42 1.72 4.19
H 0.53 0.20 4.05
H -0.32 1.77 3.90
C 0.26 2.00 1.14
C -0.87 2.95 1.30
H -1.67 2.54 1.93
H -1.31 3.20 0.33
H -0.53 3.89 1.76
C 3.31 0.61 -0.62
H 4.13 1.32 -0.43
H 3.05 0.69 -1.68
H 3.69 -0.41 -0.44
C 0.98 2.71 -1.26
H -0.06 2.98 -1.48
H 1.38 2.19 -2.14
H 1.56 3.64 -1.13
C 0.25 -3.63 4.41
H 0.67 -3.65 5.42
C -0.79 -4.43 3.91
H -1.22 -5.14 4.62
C -1.21 -4.31 2.57
H -2.04 -4.95 2.21
C -0.55 -3.35 1.77
H -0.77 -3.29 0.68
C 0.46 -2.46 2.42
C 1.45 -1.42 1.98
H 1.92 -1.93 1.12
C -0.12 -1.27 -1.32
C 0.59 -3.07 -2.22
H 1.13 -3.96 -2.02
C 0.67 -2.16 -3.28
H 0.84 -2.37 -4.35
N 0.16 -0.94 -2.69
C -0.04 0.25 -3.42
C 0.93 0.53 -4.41
C 0.69 1.61 -5.25
H 1.44 1.84 -6.01
C -0.47 2.38 -5.12
C -0.70 3.50 -6.07
H -1.26 4.30 -5.59
H -1.28 3.16 -6.94
H 0.25 3.89 -6.44
C -1.42 2.08 -4.14
H -2.33 2.68 -4.05
C -1.23 1.01 -3.27
C -2.24 0.65 -2.21
H -2.54 -0.40 -2.25
H -3.14 1.26 -2.38
H -1.88 0.87 -1.19
C 2.20 -0.26 -4.50
H 2.06 -1.26 -4.93
H 2.72 -0.38 -3.53
H 2.87 0.27 -5.17
C -2.94 0.59 4.38
N -2.78 -0.54 3.46
C -3.34 -1.83 3.83
C -1.96 -0.43 2.44
N -1.29 -0.32 1.48
H -3.85 0.40 4.96
H -3.05 1.53 3.82
H -2.09 0.67 5.07
H -3.63 -2.39 2.93
H -2.61 -2.42 4.41
H -4.22 -1.63 4.45
```

The net charge is -1. The LUMO energy (spin up / spin down) comes out at 2.66 / 2.66 eV. For the relative energy (zero: lowest compared OMol25 entry of this formula, charge and spin), the calculation gives 5.837 eV. As for the spin multiplicity: 5. The HOMO-LUMO gap (spin up / spin down) comes out at 4.341 / 4.835 eV. The value obtained for the total energy is -2629.0535 Eh.